[1]
84
Properties=species:S:1:pos:R:3 method="wB97M-V/def2-TZVPD" s2=0.76 total_energy_ev=-76017.1366 gap_ev="8.604 / 2.311" multiplicity=2
C 24.79 1.70 -13.80
F 23.87 2.50 -13.22
F 24.45 0.50 -13.47
F 24.63 1.76 -15.12
S 26.60 2.19 -13.19
O 26.75 3.57 -13.66
O 26.53 1.95 -11.76
O 27.56 1.24 -13.74
C 25.31 4.40 -16.85
C 24.41 5.14 -15.77
O 24.51 6.55 -15.87
O 26.68 4.47 -16.51
H 25.07 4.82 -17.83
H 25.02 3.35 -16.90
H 24.63 4.82 -14.76
H 23.36 4.84 -15.84
H 24.02 6.96 -15.15
H 26.85 4.08 -15.65
C 25.25 3.01 -9.01
C 23.95 2.70 -9.77
O 23.23 1.44 -9.44
O 26.11 1.90 -9.10
H 25.00 3.18 -7.96
H 25.74 3.94 -9.29
H 24.26 2.63 -10.82
H 23.20 3.46 -9.61
H 23.93 0.81 -9.60
H 26.40 1.92 -10.01
C 28.32 8.10 -14.23
C 27.34 6.96 -14.39
O 27.49 6.00 -13.35
O 27.81 8.85 -13.11
H 28.18 8.78 -15.07
H 29.34 7.71 -14.18
H 27.48 6.50 -15.37
H 26.34 7.40 -14.47
H 27.33 5.08 -13.60
H 27.00 9.29 -13.40
C 28.36 1.37 -17.63
C 29.54 2.41 -17.47
O 29.08 3.65 -18.02
O 27.38 1.37 -16.65
H 28.79 0.37 -17.71
H 27.85 1.55 -18.58
H 30.47 2.04 -17.90
H 29.92 2.57 -16.46
H 28.40 3.88 -17.39
H 27.71 1.14 -15.78
C 25.74 -1.78 -16.13
C 26.15 -2.51 -14.75
O 27.59 -2.58 -14.67
O 26.11 -2.53 -17.36
H 26.28 -0.84 -16.10
H 24.70 -1.47 -16.19
H 25.74 -3.52 -14.65
H 25.78 -1.84 -13.98
H 27.94 -1.69 -14.73
H 25.65 -2.15 -18.11
C 28.31 -0.82 -10.62
C 28.91 -1.89 -11.55
O 29.51 -2.97 -10.79
O 27.28 -1.23 -9.81
H 27.85 -0.03 -11.21
H 29.13 -0.41 -10.02
H 29.65 -1.49 -12.24
H 28.27 -2.42 -12.27
H 30.40 -3.16 -11.10
H 26.81 -0.46 -9.48
C 30.65 2.42 -9.81
O 30.40 2.46 -8.65
N 29.80 2.29 -10.78
N 31.80 2.58 -10.39
H 30.14 2.13 -11.72
H 28.84 2.21 -10.49
H 32.61 2.88 -9.86
H 32.07 2.20 -11.29
C 30.39 0.03 -14.83
O 29.43 -0.70 -15.17
N 31.64 -0.39 -14.92
N 30.20 1.21 -14.26
H 32.33 0.30 -14.66
H 31.75 -1.39 -14.94
H 29.23 1.45 -14.15
H 30.96 1.83 -14.00

[2]
92
Properties=species:S:1:pos:R:3 method="wB97M-V/def2-TZVPD" total_energy_ev=-101086.6565 gap_ev=8.768 multiplicity=1 smiles="CCO[C@](OC=O)([C@@H](Cl)[C@@H](C)Cl)P(O)O.NC(N)=O.NC(N)=O.NC(N)=O.NC(N)=O.NC(N)=O.NC(N)=O.NC(N)=O.NC(N)=O"
C 1.54 2.10 0.45
C 1.58 0.63 0.89
O 2.32 -0.12 -0.07
C 2.75 -1.38 0.29
O 3.59 -1.84 -0.79
C 4.01 -0.85 -1.67
O 5.07 -0.35 -1.59
C 1.66 -2.48 0.34
Cl 0.64 -2.44 1.81
C 0.79 -2.58 -0.93
C 0.04 -3.93 -0.93
Cl -0.40 -1.24 -1.02
P 4.02 -1.27 1.73
O 3.13 -1.26 3.12
O 4.68 -2.77 1.68
H 1.50 2.71 1.36
H 2.46 2.38 -0.05
H 0.65 2.33 -0.13
H 0.55 0.27 0.97
H 2.02 0.58 1.89
H 3.32 -0.66 -2.50
H 2.20 -3.43 0.37
H 1.44 -2.53 -1.80
H 0.54 -4.64 -0.27
H -0.95 -3.78 -0.53
H -0.01 -4.36 -1.93
H 2.99 -2.16 3.46
H 4.04 -3.50 1.72
C -4.12 -2.27 -0.68
O -3.24 -3.11 -0.78
N -5.13 -2.38 0.23
N -4.12 -1.13 -1.43
H -5.85 -1.70 0.35
H -5.13 -3.22 0.79
H -3.37 -1.03 -2.09
H -4.81 -0.40 -1.35
C 4.51 4.65 1.74
O 3.40 4.17 1.56
N 4.92 5.82 1.18
N 5.45 4.05 2.53
H 5.85 6.20 1.35
H 4.27 6.30 0.59
H 5.20 3.17 2.95
H 6.36 4.43 2.68
C -5.28 2.82 -1.43
O -5.58 1.73 -0.96
N -5.07 3.91 -0.63
N -5.10 3.03 -2.76
H -4.79 4.81 -0.99
H -5.15 3.78 0.36
H -5.23 2.27 -3.39
H -4.82 3.91 -3.14
C 8.41 6.87 2.98
O 7.47 6.66 2.23
N 8.25 6.95 4.33
N 9.68 7.03 2.52
H 9.01 7.11 4.97
H 7.32 6.83 4.69
H 9.82 6.97 1.53
H 10.47 7.20 3.11
C -5.14 -5.90 2.01
O -5.55 -5.52 0.93
N -4.02 -5.35 2.58
N -5.73 -6.90 2.72
H -3.64 -5.64 3.46
H -3.56 -4.61 2.07
H -6.55 -7.33 2.33
H -5.39 -7.23 3.61
C -1.19 3.91 -1.25
O -1.59 4.41 -2.29
N 0.02 4.24 -0.70
N -1.91 2.97 -0.57
H 0.37 3.83 0.15
H 0.57 4.92 -1.18
H -2.79 2.71 -0.97
H -1.61 2.54 0.28
C -3.80 2.67 -6.22
O -4.73 2.79 -5.43
N -3.86 1.80 -7.28
N -2.65 3.38 -6.10
H -3.11 1.68 -7.93
H -4.70 1.27 -7.39
H -2.57 4.00 -5.32
H -1.87 3.29 -6.73
C -1.61 -8.82 1.75
O -1.03 -8.77 2.82
N -2.53 -7.89 1.37
N -1.38 -9.82 0.84
H -3.02 -7.90 0.49
H -2.72 -7.14 2.01
H -0.71 -10.52 1.09
H -1.84 -9.88 -0.05

[3]
87
Properties=species:S:1:pos:R:3 method="wB97M-V/def2-TZVPD" total_energy_ev=-110819.9662 gap_ev=4.951 multiplicity=1
Na -0.98 0.84 0.09
F -4.19 -1.55 0.41
C -5.60 3.62 -3.74
O -4.87 4.79 -4.13
P -3.24 4.64 -4.50
O -2.47 4.27 -3.28
O -2.85 6.04 -5.17
C -2.87 7.28 -4.36
O -3.14 3.63 -5.75
C -4.05 3.78 -6.83
H -6.64 3.72 -4.07
H -5.69 3.49 -2.67
H -5.15 2.73 -4.17
H -3.45 7.98 -4.96
H -1.85 7.63 -4.27
H -3.38 7.19 -3.40
H -4.63 2.87 -6.83
H -3.40 3.79 -7.71
H -4.64 4.69 -6.70
C -5.04 5.16 4.19
O -4.29 6.05 3.36
P -2.65 6.20 3.56
O -1.93 4.91 3.37
O -2.26 7.40 2.60
C -0.94 7.90 2.47
O -2.61 6.90 5.02
C -3.38 7.99 5.39
H -4.52 4.72 5.04
H -5.47 4.35 3.59
H -5.81 5.86 4.50
H -1.03 8.98 2.43
H -0.58 7.53 1.51
H -0.27 7.62 3.29
H -4.42 7.78 5.63
H -3.47 8.74 4.60
H -2.95 8.54 6.22
C 2.33 1.50 6.13
O 2.24 0.12 6.60
P 2.17 -1.11 5.58
O 2.05 -0.68 4.17
O 3.55 -1.88 5.89
C 3.78 -3.22 5.43
O 1.01 -2.18 6.08
C -0.36 -1.82 5.91
H 3.25 1.95 6.50
H 1.41 2.04 6.34
H 2.45 1.41 5.05
H 4.80 -3.22 5.05
H 3.08 -3.51 4.65
H 3.73 -3.91 6.27
H -0.76 -2.28 5.00
H -0.45 -0.73 5.82
H -0.88 -2.23 6.77
C 3.06 -10.11 2.39
O 2.11 -10.36 1.35
P 1.58 -9.19 0.30
O 2.58 -8.74 -0.71
O 0.19 -9.72 -0.33
C 0.08 -10.95 -1.11
O 1.03 -8.06 1.31
C 0.14 -7.01 0.89
H 2.64 -10.29 3.38
H 3.50 -9.12 2.29
H 3.90 -10.73 2.09
H 0.91 -11.06 -1.80
H -0.78 -10.93 -1.78
H 0.05 -11.83 -0.46
H -0.07 -7.15 -0.17
H 0.44 -6.00 1.16
H -0.83 -7.21 1.36
C 3.47 1.19 -6.52
O 4.32 0.42 -5.64
P 3.71 -0.91 -4.85
O 2.41 -0.72 -4.12
O 3.63 -1.97 -6.09
C 4.77 -2.21 -6.94
O 4.92 -1.43 -3.93
C 4.72 -2.65 -3.18
H 3.97 1.92 -7.18
H 2.85 1.79 -5.86
H 2.83 0.57 -7.14
H 5.69 -1.70 -6.65
H 4.50 -1.75 -7.89
H 5.01 -3.26 -7.08
H 4.02 -2.59 -2.35
H 5.67 -3.12 -2.91
H 4.27 -3.42 -3.80

[4]
72
Properties=species:S:1:pos:R:3 method="wB97M-V/def2-TZVPD" total_energy_ev=-40286.8765 gap_ev=9.849 multiplicity=1
C 5.14 -67.19 -32.76
O 4.46 -68.33 -32.14
C 4.20 -68.18 -30.83
C 3.15 -69.25 -30.52
N 2.34 -69.05 -29.29
H 3.04 -69.21 -28.39
H 1.99 -68.01 -29.13
C 1.34 -70.12 -29.00
C 0.55 -69.93 -27.76
O -0.51 -70.91 -27.90
C -1.13 -71.20 -26.70
H 4.49 -66.38 -32.74
H 5.34 -67.47 -33.83
H 6.04 -67.05 -32.02
H 3.96 -67.16 -30.66
H 5.13 -68.43 -30.19
H 3.95 -69.93 -30.36
H 2.37 -69.54 -31.46
H 1.79 -71.03 -29.15
H 0.62 -69.85 -29.98
H 0.05 -68.88 -27.74
H 1.30 -70.23 -26.87
H -0.39 -71.68 -25.87
H -1.76 -72.09 -27.04
H -1.74 -70.31 -26.44
C 3.94 -69.49 -26.57
O 3.35 -68.25 -26.67
O 4.87 -69.69 -25.53
O 3.96 -70.24 -27.57
H 4.87 -68.96 -24.88
C 6.99 -65.58 -28.42
C 5.95 -66.45 -27.63
O 4.65 -66.22 -28.10
H 6.99 -65.88 -29.40
H 7.96 -66.01 -28.02
H 6.91 -64.38 -28.36
H 6.01 -65.94 -26.70
H 6.20 -67.46 -27.53
H 3.99 -66.95 -27.77
C 2.39 -73.49 -24.41
C 3.94 -73.24 -24.44
O 4.55 -74.03 -23.49
H 1.90 -73.17 -23.43
H 2.06 -74.39 -24.68
H 1.82 -72.92 -25.07
H 4.20 -72.25 -24.16
H 4.29 -73.28 -25.37
H 5.54 -74.04 -23.56
C 7.41 -71.11 -27.29
O 6.61 -70.82 -28.46
H 6.73 -71.57 -26.63
H 7.91 -70.15 -27.06
H 8.18 -71.92 -27.62
H 5.66 -70.59 -28.16
C 0.84 -69.19 -24.29
O 0.86 -67.96 -24.94
H 1.70 -69.94 -24.44
H -0.02 -69.83 -24.28
H 0.76 -69.04 -23.16
H 1.80 -67.75 -25.23
C 2.94 -73.57 -28.13
O 4.28 -73.00 -28.23
H 1.98 -72.79 -27.77
H 2.90 -74.45 -27.70
H 2.65 -73.79 -29.18
H 4.53 -72.18 -27.55
C 3.99 -69.31 -22.07
O 4.32 -68.16 -22.91
H 4.75 -69.75 -21.26
H 3.56 -70.26 -22.57
H 3.21 -69.01 -21.56
H 3.62 -67.63 -22.63

[5]
72
Properties=species:S:1:pos:R:3 method="wB97M-V/def2-TZVPD" total_energy_ev=-40286.3575 gap_ev=9.483 multiplicity=1
C 4.28 -1.73 1.44
O 4.20 -0.58 0.58
C 3.31 -0.82 -0.47
C 3.02 0.62 -1.09
N 1.92 0.48 -2.10
H 2.32 -0.08 -2.86
H 1.05 0.06 -1.68
C 1.65 1.73 -2.85
C 0.40 1.62 -3.78
O 0.14 2.75 -4.45
C -0.65 2.71 -5.60
H 5.05 -2.41 0.97
H 3.26 -2.06 1.66
H 4.80 -1.20 2.21
H 2.45 -1.38 -0.33
H 3.81 -1.39 -1.18
H 3.86 0.79 -1.49
H 2.72 1.38 -0.40
H 2.63 1.96 -3.24
H 1.45 2.60 -2.22
H -0.48 1.58 -3.21
H 0.36 0.60 -4.40
H -0.24 1.94 -6.43
H -0.66 3.71 -6.11
H -1.78 2.28 -5.29
C -0.48 0.05 0.04
O 0.19 1.30 0.04
O -1.34 -0.22 1.07
O -0.33 -0.73 -0.92
H -1.19 0.45 1.67
C -1.11 -4.86 2.54
C -1.03 -3.30 2.40
O -1.10 -2.95 1.00
H -0.80 -5.16 3.52
H -0.18 -5.24 1.99
H -2.01 -5.44 2.25
H -0.39 -2.70 3.00
H -1.82 -3.11 2.93
H -1.34 -1.96 0.83
C -3.01 0.90 4.29
C -3.68 0.25 5.50
O -2.89 0.45 6.69
H -2.86 2.00 4.55
H -3.68 0.78 3.54
H -1.99 0.42 4.29
H -3.82 -0.73 5.31
H -4.59 0.77 5.59
H -2.24 -0.25 6.78
C 2.09 3.14 1.97
O 0.65 2.90 2.13
H 2.36 3.50 2.86
H 2.29 3.91 1.15
H 2.53 2.28 1.46
H 0.49 2.24 1.49
C -3.82 -1.54 -1.73
O -2.87 -0.55 -2.05
H -4.94 -1.44 -1.89
H -3.84 -1.67 -0.55
H -3.55 -2.29 -2.34
H -2.04 -0.67 -1.66
C 1.22 -3.42 -2.29
O 1.08 -3.60 -0.92
H 1.20 -4.40 -2.88
H 1.95 -2.77 -2.74
H 0.15 -3.08 -2.69
H 0.35 -2.86 -0.66
C -0.33 4.43 -1.02
O -1.19 3.36 -0.89
H -0.54 5.16 -0.13
H -0.24 4.77 -1.82
H 0.57 4.12 -0.62
H -0.71 2.58 -0.77

[6]
78
Properties=species:S:1:pos:R:3 method="wB97M-V/def2-TZVPD" total_energy_ev=-49991.2782 gap_ev=9.831 multiplicity=1 smiles="NC(N)=O.OCCO.OCCO.OCCO.OCCO.OCCO.OCCO.OCCO"
C 1.46 -3.81 -0.66
O 1.56 -3.05 0.32
N 1.12 -3.37 -1.84
N 1.76 -5.14 -0.52
H 0.56 -2.53 -1.82
H 1.01 -3.93 -2.70
H 1.80 -5.41 0.46
H 1.32 -5.73 -1.21
C 3.71 0.68 -0.96
C 3.23 0.83 0.54
O 3.25 2.26 0.75
O 3.07 1.55 -1.87
H 3.49 -0.32 -1.24
H 4.82 0.86 -1.00
H 3.97 0.37 1.19
H 2.17 0.50 0.64
H 2.97 2.47 1.66
H 2.79 2.31 -1.32
C -4.31 4.11 -2.76
C -4.02 2.59 -2.87
O -3.36 2.16 -1.67
O -5.21 4.19 -1.68
H -4.74 4.54 -3.70
H -3.43 4.68 -2.51
H -3.41 2.35 -3.77
H -4.94 2.05 -2.91
H -3.98 1.69 -1.15
H -5.25 5.07 -1.31
C -0.48 4.29 1.38
C -1.89 3.75 1.32
O -2.42 4.13 0.06
O 0.07 4.19 2.67
H -0.43 5.26 1.02
H 0.15 3.64 0.82
H -2.48 4.07 2.15
H -1.87 2.64 1.40
H -2.73 3.32 -0.41
H -0.63 4.40 3.33
C 0.04 0.16 3.94
C 1.49 0.58 4.01
O 1.65 2.01 4.03
O -0.67 0.89 2.99
H -0.48 0.22 4.94
H 0.00 -0.98 3.73
H 1.94 0.14 3.17
H 1.98 0.18 4.89
H 0.99 2.41 3.46
H -0.51 0.48 2.12
C 2.74 -4.92 3.48
C 3.81 -3.89 3.20
O 3.25 -2.63 2.72
O 1.94 -5.14 2.28
H 2.05 -4.56 4.23
H 3.19 -5.86 3.87
H 4.50 -4.31 2.42
H 4.40 -3.58 4.09
H 3.09 -2.69 1.78
H 1.60 -4.23 2.10
C -0.10 0.81 -1.22
C -1.08 0.06 -0.31
O -0.39 -0.57 0.72
O 0.57 -0.25 -1.94
H 0.58 1.47 -0.65
H -0.60 1.41 -2.00
H -1.65 -0.68 -0.99
H -1.88 0.65 0.16
H 0.42 -1.12 0.40
H 1.35 0.20 -2.28
C -1.89 -1.69 -4.61
C -3.27 -1.91 -3.90
O -3.13 -1.56 -2.52
O -0.78 -2.27 -3.89
H -1.65 -0.58 -4.67
H -1.81 -2.12 -5.61
H -3.60 -2.93 -3.94
H -4.05 -1.29 -4.39
H -2.38 -2.14 -2.14
H -0.36 -1.46 -3.46